1.
# C5H10N2O

A cluster of 2 separate species, C5H10N2O in total in a non-equilibrium geometry (ωB97M-V with the def2-TZVPD basis set, the Open Molecules 2025 dataset).

```
18
Properties=species:S:1:pos:R:3:forces:R:3
N -0.15408 -0.01640 1.75406 3.56 -0.31 -2.24
C 0.43582 0.27082 0.46145 -2.72 -3.01 2.48
C 0.71755 -1.04060 -0.42988 -1.98 3.59 1.93
C -2.22297 0.22627 0.34571 -1.72 1.47 -0.95
C -2.96365 -0.03794 -0.77119 0.20 0.17 1.91
C 1.78525 0.00432 -0.18234 4.68 2.43 -0.78
N 2.11168 0.89228 -1.21407 -2.29 -1.66 1.27
O 2.82013 -0.35055 0.69102 0.44 0.47 -0.95
H 0.46598 0.29848 2.52155 -0.39 0.74 -0.45
H -2.25905 -0.39015 1.25625 -0.63 0.62 -0.45
H 0.14520 1.23872 0.02533 0.54 -0.46 -0.43
H 0.37651 -1.12843 -1.39280 -0.72 -0.09 -2.17
H 0.78110 -1.91174 0.15252 0.45 -0.88 1.06
H -1.65393 1.21467 0.48811 -0.93 -2.12 -0.81
H -3.91905 -0.61386 -0.66563 1.47 -0.24 -0.50
H -2.69875 0.40914 -1.72509 -0.54 0.39 0.16
H 2.78999 0.53094 -1.87387 0.91 -0.15 0.58
H 3.44227 0.40404 0.55886 -0.34 -0.96 0.32
```
Forces are in eV/Å.

The HOMO-LUMO gap is 0.196 Ha. As for the molecular weight: 114.15 g/mol. Its highest occupied orbital energy is -8.352 eV. The energy above the lowest of the compared OMol25 structures with the same formula, charge and spin comes out at 225.07 kcal per mole.

---

2.
# C6H17NO2

A cluster of 2 separate species, C6H17NO2 in total in a non-equilibrium geometry (ωB97M-V with the def2-TZVPD basis set, the Open Molecules 2025 dataset).

```
26
Properties=species:S:1:pos:R:3:forces:R:3
C 1.23478 0.53418 -2.36515 -0.85 -0.48 0.83
C 1.43521 1.21027 -0.97879 0.30 0.45 -0.25
N 0.29416 1.33524 -0.03264 0.35 -1.06 -1.08
C -0.99544 1.40400 -0.74133 0.27 0.32 0.34
C 0.26321 0.14158 0.82600 -1.41 0.07 1.54
C 0.26859 -1.28153 0.23324 0.79 0.76 -0.52
C -0.12277 -2.33597 1.24093 0.93 0.44 0.49
O 0.87420 -2.55510 2.23919 0.42 -0.57 0.29
H 0.20519 0.19777 -2.49810 -0.01 -0.01 0.07
H 1.81928 -0.38323 -2.33202 0.21 0.09 -0.64
H 1.41925 1.15344 -3.23527 0.50 0.12 0.06
H 1.88395 2.19820 -1.10962 -0.10 0.02 -0.05
H 2.18408 0.59839 -0.47932 0.12 0.27 0.25
H -1.30737 0.38394 -0.96270 -0.55 0.16 -0.43
H -0.99705 2.03111 -1.63263 0.50 -0.24 -0.17
H -1.74118 1.88809 -0.12417 -0.10 -0.08 0.33
H -0.66394 0.23594 1.41237 0.22 -0.12 -0.29
H 1.00580 0.20091 1.62657 0.50 0.24 -0.38
H 1.29836 -1.46135 -0.09164 -0.10 -0.39 -0.27
H -0.37562 -1.33045 -0.64745 -0.02 -0.16 0.05
H -1.01226 -2.00805 1.75930 -0.69 -0.17 -0.05
H -0.22215 -3.31918 0.78781 -0.41 0.08 -0.16
H 1.41951 -1.79920 2.47160 -0.38 0.28 -0.31
O -2.66080 0.73437 1.84638 -0.43 0.16 0.08
H -3.12433 0.57177 1.01698 -0.02 -0.08 0.10
H -2.38263 1.65483 1.77046 -0.01 -0.08 0.17
```
Forces are in eV/Å.

As for the SMILES: CCN(C)CCCO.O. The HOMO-LUMO gap is 0.345 Ha. As for the molecular weight: 135.21 g/mol. Its highest occupied orbital energy is -8.722 eV. The energy above the lowest of the compared OMol25 structures with the same formula, charge and spin comes out at 38.33 kcal per mole.